Entry 1:
23
Properties=species:S:1:pos:R:3 method="wB97M-V/def2-TZVPD" de_lowest_kj_mol=53.3 spin_multiplicity=2 orbital_gap_ev="12.855 / 1.228" total_charge=+2
C -1.61283 0.76772 0.27774
N -0.70685 -0.25207 0.93800
C 0.05144 -0.96777 -0.13625
H -0.97743 1.42937 -0.31246
H -2.47163 0.38083 -0.26682
H -2.07659 1.36841 1.06161
H -1.15326 -0.96915 1.49509
H -0.09425 0.33743 1.49128
H -0.37868 -0.88116 -1.13613
H -0.02672 -2.04887 0.04231
H 1.10078 -0.72537 -0.20064
H 1.83337 3.09877 -1.59626
H 0.37615 3.59896 -1.50638
O 0.99848 2.95754 -1.12994
H 0.87720 -1.19494 3.90287
H -0.32621 -0.37147 3.98691
O 0.27462 -0.72195 3.31337
H 0.27075 -7.24444 1.45898
H 1.30074 -6.01605 1.36036
O 0.45797 -6.37946 1.03791
H 0.54480 5.31841 -5.05022
H 0.98466 3.82083 -4.71362
O 0.75349 4.69443 -4.31772

---

Entry 2:
78
Properties=species:S:1:pos:R:3 method="wB97M-V/def2-TZVPD" orbital_gap_ev=5.092 total_charge=0
C -2.72004 5.65374 1.51183
C -2.50126 4.29013 2.17779
C -3.60381 3.30146 1.79404
C -3.65801 2.03688 2.66258
C -2.30955 1.35821 2.92840
N -2.27018 -0.03837 2.36166
C -1.17743 -0.90150 2.95094
C -0.01486 -1.25748 2.01597
C 0.55714 -2.61218 2.49136
C 1.74360 -3.09572 1.63024
C 3.10186 -3.15258 2.38093
S 4.28212 -1.93681 1.78085
C 4.50152 -2.34435 0.09958
S 4.09206 -3.74024 -0.61639
N 5.02319 -1.23465 -0.56291
C 6.13921 -1.12805 -1.37942
C 6.20142 0.19402 -1.76049
N 5.15878 0.88663 -1.20819
C 4.47815 0.04310 -0.49522
P 1.36569 -0.03363 2.25093
O 1.96819 -0.30435 3.57685
O -0.38343 -1.41126 0.64105
C -1.75280 -1.42199 0.42478
S -2.04309 -1.63734 -1.37565
O -0.79889 -1.58688 -2.05744
O -3.11945 -0.76484 -1.73046
C -2.72510 -3.35773 -1.41770
F -2.04374 -4.04579 -0.46906
F -4.00302 -3.30647 -1.03234
C -2.55773 -4.17595 -2.74550
F -3.34181 -5.25430 -2.54409
F -1.29998 -4.59586 -2.81798
C -3.05446 -3.52960 -4.07723
F -4.15447 -2.81807 -3.75701
F -3.42984 -4.52386 -4.88098
C -2.08689 -2.58534 -4.87856
F -2.29501 -1.33112 -4.54370
F -2.36668 -2.72202 -6.16123
F -0.82714 -2.89426 -4.68739
C -2.30831 -0.05100 0.81599
N -1.52696 0.94558 0.17782
H -2.36894 5.62011 0.48329
H -3.77889 5.90016 1.50785
H -2.17058 6.42708 2.03818
H -2.53170 4.42253 3.26013
H -1.53877 3.89748 1.85069
H -4.55995 3.80861 1.92295
H -3.55770 3.05218 0.73228
H -4.12068 2.28674 3.61397
H -4.34723 1.33822 2.18062
H -1.45727 1.92033 2.57095
H -2.19287 1.22593 4.00070
H -3.14851 -0.45197 2.66827
H -0.77996 -0.43705 3.85017
H -1.64222 -1.83491 3.26199
H -0.26799 -3.31877 2.36048
H 0.76958 -2.57079 3.55683
H 1.51440 -4.10237 1.29802
H 1.84742 -2.48036 0.74292
H 2.95834 -2.86709 3.42059
H 3.51516 -4.15606 2.36856
H 6.77055 -1.96684 -1.60202
H 6.95194 0.63992 -2.38670
H 3.60673 0.30957 0.07193
H 0.79109 1.25723 2.17158
H 2.27443 -0.21096 1.20012
H -2.26882 -2.23422 0.94968
H -3.34819 0.06161 0.53166
H -0.66541 1.18616 0.64127
H -2.05069 1.76981 -0.07426
C 3.45898 4.66511 -4.28240
F 2.82281 3.52133 -4.60019
F 4.18230 5.02529 -5.35360
F 2.51264 5.60469 -4.10772
S 4.50933 4.46734 -2.78058
O 5.44616 3.43377 -3.16315
O 3.54286 4.08947 -1.76669
O 5.08267 5.78449 -2.61302

---

Entry 3:
157
Properties=species:S:1:pos:R:3 method="wB97M-V/def2-TZVPD" orbital_gap_ev=8.018 smiles="CC(C)[C@@H](C)CO[C@]1(CCCCCCCSc2nnco2)[C@H](P(=O)(O)O)OS(=O)(=O)[C@@H](OC[C@@H](C)O)[C@@H]1CCCI.c1cc[nH]c1.c1cc[nH]c1.c1cc[nH]c1.c1cc[nH]c1.c1cc[nH]c1.c1cc[nH]c1.c1cc[nH]c1" total_charge=0
C 3.26838 -0.96919 0.03994
C 4.29134 -1.56578 -1.02070
C 5.73574 -1.44414 -0.35219
C 4.32503 -0.74337 -2.36226
C 5.28926 -1.35244 -3.44491
C 2.88835 -0.64937 -3.04264
O 2.15099 0.51479 -2.68394
C 1.88313 1.45821 -3.69837
C 0.53379 1.22176 -4.50195
C -0.05197 -0.22691 -4.39840
C -0.82801 -0.53921 -3.07061
C -1.65156 -1.88125 -3.29803
C -3.10674 -1.66472 -2.69828
C -4.03610 -0.92019 -3.74335
C -4.27209 0.59342 -3.39576
S -5.23500 0.78708 -1.81222
C -5.73876 2.53368 -1.69277
N -5.34423 3.42241 -0.79694
N -5.94823 4.59553 -1.14503
C -6.67386 4.39217 -2.22146
O -6.60101 3.06902 -2.63288
C 3.08400 1.88207 -4.63395
P 3.32451 0.98538 -6.25570
O 4.74262 0.56543 -6.38214
O 2.32261 -0.27162 -6.55823
O 3.06447 2.08176 -7.48881
O 4.36937 1.92240 -3.97401
S 4.40336 3.31469 -3.10284
O 4.55551 4.51672 -3.90639
O 5.57588 3.21715 -2.24057
C 2.87638 3.29874 -2.08248
O 2.67184 4.50603 -1.40702
C 3.40566 4.58922 -0.17548
C 2.75983 3.83871 1.03077
C 3.89845 3.55680 2.11166
O 1.68001 4.56377 1.62119
C 1.57258 2.79588 -2.85779
C 0.50468 2.55296 -1.71901
C -0.76930 3.46830 -2.02439
C -0.71970 4.85911 -1.29965
I -1.68368 6.30246 -2.65559
H 2.43489 -1.70153 0.15126
H 2.93335 0.02060 -0.34846
H 3.72613 -0.83975 1.05043
H 4.10715 -2.64372 -1.24854
H 6.05261 -2.41254 0.11670
H 5.74920 -0.67388 0.46170
H 6.52409 -1.14015 -1.07712
H 4.71037 0.27379 -2.08212
H 6.19919 -1.82038 -3.00443
H 4.73355 -2.16378 -3.97625
H 5.60115 -0.54445 -4.14355
H 2.32741 -1.53060 -2.61523
H 2.99389 -0.86679 -4.12742
H 0.65477 1.43814 -5.60057
H -0.27795 1.91962 -4.17342
H 0.71153 -1.01755 -4.61412
H -0.79919 -0.32779 -5.23397
H -0.08120 -0.77061 -2.26636
H -1.48658 0.31496 -2.80239
H -1.14310 -2.75646 -2.81653
H -1.71159 -2.14298 -4.38823
H -2.97913 -0.96236 -1.83213
H -3.54207 -2.62674 -2.34320
H -5.04522 -1.40670 -3.69847
H -3.62267 -0.97246 -4.78187
H -4.88931 1.04968 -4.20265
H -3.33272 1.17990 -3.29031
H -7.26375 5.14156 -2.77927
H 2.87544 2.95867 -4.90772
H 2.76508 -1.11355 -6.34626
H 2.66872 2.85730 -7.04573
H 3.05046 2.51231 -1.29493
H 4.47077 4.27599 -0.24264
H 3.42115 5.67593 0.10280
H 2.38527 2.81332 0.75189
H 3.66599 2.55701 2.56970
H 3.87918 4.30678 2.93115
H 4.90494 3.43395 1.64430
H 1.13324 3.93435 2.11859
H 1.28488 3.63271 -3.54196
H 0.11643 1.51375 -1.68218
H 0.85093 2.86288 -0.70989
H -0.87116 3.67461 -3.11899
H -1.72664 2.97269 -1.71784
H -1.30397 4.91857 -0.35900
H 0.29905 5.26753 -1.13799
C 2.00901 -1.80059 4.84878
C 3.33380 -2.27048 5.03942
C 3.67856 -2.98372 3.92028
N 2.61072 -2.96682 3.06250
C 1.59109 -2.24234 3.62076
H 1.42853 -1.20460 5.53468
H 3.96303 -2.10341 5.90000
H 4.58752 -3.50208 3.65923
H 2.58068 -3.41509 2.16344
H 0.65886 -2.10626 3.09644
C 7.48606 -3.49502 8.14857
C 8.08540 -2.27199 7.75312
C 7.70747 -2.03142 6.45809
N 6.90571 -3.06536 6.05405
C 6.76184 -3.95910 7.08121
H 7.57493 -3.97948 9.10823
H 8.72180 -1.63954 8.35156
H 7.93932 -1.21776 5.79027
H 6.48720 -3.15375 5.14525
H 6.15967 -4.84535 6.96299
C -11.05569 0.13216 -2.00801
C -9.68888 0.49338 -2.14413
C -9.62164 1.85591 -2.13148
N -10.89053 2.34066 -2.00090
C -11.77484 1.29704 -1.91799
H -11.46329 -0.86576 -1.97689
H -8.84561 -0.17280 -2.23703
H -8.77575 2.52314 -2.20521
H -11.13140 3.31289 -1.96954
H -12.83209 1.47332 -1.80446
C -9.36462 -3.24031 1.67664
C -9.52604 -4.03713 0.51451
C -8.74634 -3.48666 -0.46887
N -8.12328 -2.38414 0.05241
C -8.49137 -2.23207 1.36198
H -9.83441 -3.39045 2.63562
H -10.14353 -4.91533 0.41149
H -8.58200 -3.78186 -1.49260
H -7.49444 -1.78000 -0.44986
H -8.10171 -1.42028 1.95432
C 11.19231 -4.00246 9.72281
C 12.51849 -4.47246 9.91436
C 12.86421 -5.18566 8.79626
N 11.79633 -5.16814 7.93882
C 10.77595 -4.44484 8.49414
H 10.61058 -3.40640 10.40834
H 13.14729 -4.30556 10.77457
H 13.77349 -5.70335 8.53725
H 11.76676 -5.61629 7.04052
H 9.84421 -4.31006 7.96800
C -1.29599 -5.44756 3.06515
C -1.75538 -6.78848 3.13524
C -0.64976 -7.59638 3.19306
N 0.45988 -6.79552 3.15609
C 0.07422 -5.48409 3.08341
H -1.90209 -4.55711 3.00914
H -2.78073 -7.12239 3.14316
H -0.55632 -8.66829 3.25607
H 1.41014 -7.12016 3.17971
H 0.80657 -4.69335 3.04977
C -9.62403 7.11090 -1.79483
C -10.52245 8.06405 -1.25105
C -11.71211 7.42307 -1.02675
N -11.56942 6.11968 -1.41807
C -10.29618 5.91960 -1.88369
H -8.59944 7.28058 -2.08654
H -10.31848 9.10281 -1.04664
H -12.64593 7.78024 -0.62456
H -12.28811 5.41926 -1.36978
H -9.97990 4.95144 -2.23637

---

Entry 4:
22
Properties=species:S:1:pos:R:3 method="wB97M-V/def2-TZVPD" de_lowest_kj_mol=137.6 spin_multiplicity=2 orbital_gap_ev="8.335 / 4.841" total_charge=+1
C -1.30702 1.35937 -2.79506
O 0.11375 1.23925 -3.06437
C -1.50072 0.70316 -1.40132
C -0.41261 -0.28897 -1.01947
C -0.52070 -0.66559 0.48262
C 2.10465 -0.78884 3.30283
C 0.92308 -1.01449 2.45953
C 0.72473 -0.36676 1.24226
H -1.95067 0.94306 -3.58026
H -1.37033 2.44850 -2.84852
H 0.51525 1.55004 -3.89454
H -1.62063 1.48672 -0.65466
H -2.44874 0.16617 -1.56035
H 0.53936 0.22922 -1.09443
H -0.25819 -1.22162 -1.57614
H -0.86059 -1.69339 0.72390
H -1.42680 -0.21062 0.94225
H 2.89148 -0.29377 2.73729
H 2.41056 -1.78431 3.67611
H 1.72972 -0.27842 4.19503
H 0.12118 -1.49361 3.02601
H 1.60324 -0.02510 0.70129

---

Entry 5:
14
Properties=species:S:1:pos:R:3 method="wB97M-V/def2-TZVPD" de_lowest_kj_mol=506.0 orbital_gap_ev=9.582 total_charge=0
C -1.01896 0.66678 -0.53553
C -1.48697 -0.14356 0.62418
C -0.01574 -0.03675 0.33085
C 0.85303 -1.20716 -0.01813
O 1.84493 -0.72451 0.74112
C 1.14158 0.47870 1.16043
H -1.16507 0.28428 -1.54145
H -1.05911 1.74951 -0.44496
H -1.86278 0.37031 1.50433
H -1.93726 -1.11242 0.42687
H 1.01751 -1.27047 -2.34475
H 1.03269 -0.94784 -3.01925
H 1.02817 0.50783 2.24748
H 1.65858 1.37098 0.79636

---

Entry 6:
19
Properties=species:S:1:pos:R:3 method="wB97M-V/def2-TZVPD" de_lowest_kj_mol=268.9 orbital_gap_ev=8.534 smiles="O=Cc1ccnc2ccccc12" total_charge=0
O -3.57549 -1.11555 -0.28635
C -2.42259 -1.18874 0.03302
C -1.37110 -0.02266 0.04661
C -2.01161 1.22499 0.07804
C -1.16231 2.28933 -0.03400
N 0.18025 2.19438 -0.10631
C 0.70736 0.86830 0.03344
C 2.14293 0.85284 -0.14935
C 2.75293 -0.36111 -0.11827
C 1.93549 -1.58873 -0.07852
C 0.55410 -1.45594 0.01833
C -0.06085 -0.20576 0.01398
H -1.94728 -2.03042 0.64667
H -3.18732 1.33056 -0.07799
H -1.44907 3.41687 0.00454
H 2.91385 1.72302 0.06300
H 3.88836 -0.63117 -0.12653
H 2.21941 -2.76998 0.08921
H -0.10707 -2.53023 -0.04952